The following is a DFT calculation (ωB97M-V/def2-TZVPD) of C78H63BN4O14S2 as an isolated structure.

Properties
F_max, eV/Å: 3.3
E_HOMO, eV: -8.767
HOMO-LUMO gap, Eh: 0.2787
Charge: 0

Structure (XYZ):
```
162
Properties=species:S:1:pos:R:3:forces:R:3:mulliken_charge:R:1
C -3.3060 2.1172 -4.9145 0.145 -0.361 -0.653 -0.7602
C -2.1014 1.5951 -5.7448 0.399 0.323 0.093 -0.6560
C -0.8693 1.1548 -4.9034 -0.045 0.660 -0.162 -0.4567
O -1.1267 1.1986 -3.4852 0.910 -0.193 -0.785 -0.3194
C 0.0922 0.8877 -2.8183 -0.056 -0.270 0.600 -1.3845
C 0.5267 1.8885 -1.7358 -0.115 0.152 0.397 1.3707
C 0.1694 3.3301 -1.7914 -0.226 -0.981 -0.047 -0.1082
C -0.6104 3.9278 -2.9575 1.411 2.258 -0.802 -0.1649
C 0.1583 5.2310 -3.4865 1.677 -1.634 0.662 0.0190
C 1.6509 5.0074 -3.7932 -2.928 1.288 -0.578 -0.7591
O 0.6027 5.1711 -4.8356 0.320 0.076 0.947 -0.5411
C 0.5573 4.1433 -0.7696 0.396 0.436 0.852 0.0397
O 0.2318 5.5021 -0.7164 -0.741 -0.358 0.143 -0.4041
B -1.0347 5.6152 -0.1091 0.293 0.049 -0.318 0.6350
O -1.1425 5.4378 1.2507 -0.447 -0.166 -0.855 -0.4449
O -2.1302 5.8748 -0.9423 0.376 -0.621 0.536 -0.6817
C 1.3476 3.6697 0.3491 -0.793 -0.723 -1.671 0.8695
N 1.7892 4.4138 1.3485 0.533 -0.880 0.339 -0.5120
S 2.6625 3.3721 2.2682 -0.534 0.130 -0.682 0.1042
N 2.4679 2.0201 1.4217 0.175 -0.508 -0.075 -0.5724
C 1.7070 2.2572 0.3472 0.293 1.757 0.578 0.4899
C 1.2860 1.3663 -0.7097 -0.099 -0.224 0.131 0.3132
C 1.7596 -0.0852 -0.6136 0.854 0.246 0.620 -1.7094
C 1.5771 -0.7648 0.7679 -0.392 -0.896 0.055 -0.6545
C 0.1096 -0.8718 1.2671 0.938 -0.031 0.494 -1.0502
C -0.4605 0.3883 1.9478 -1.626 -0.977 0.497 0.9383
C -1.9576 0.0812 2.3700 0.550 1.111 -1.321 -0.8894
C -2.8124 1.3674 2.1710 -0.097 -0.469 1.074 -0.7786
C -2.2521 2.6254 2.8600 -0.093 0.761 -0.308 0.1716
S -2.4496 2.5576 4.6827 0.550 0.151 0.042 -0.2171
C -1.2539 3.7481 5.2074 0.706 1.014 0.337 0.3856
N -1.0882 4.2799 6.3828 -1.029 -0.966 0.145 -0.4115
N -0.0552 5.1592 6.3018 0.990 0.835 -0.330 -0.4650
C 0.3791 5.1678 5.0784 -1.218 -0.667 1.499 -0.0903
O -0.3502 4.2816 4.3576 0.361 -0.265 -1.913 -0.0168
H -3.8934 2.7895 -5.5638 -0.010 -0.463 0.311 0.3520
H -2.9910 2.7130 -4.0464 -0.049 -0.420 -0.252 0.0662
H -3.9085 1.2468 -4.6064 0.029 0.615 0.155 0.2507
H -1.7751 2.4260 -6.3977 -0.006 -0.398 0.265 0.2932
H -2.3633 0.7729 -6.4330 -0.259 0.341 0.416 0.3813
H -0.4797 0.1558 -5.1754 -0.363 0.280 0.050 0.4445
H -0.0521 1.8788 -5.1181 -0.224 -0.414 0.101 0.3220
H 0.9552 0.7514 -3.5027 -0.538 0.188 -0.020 0.4277
H -0.0662 -0.1045 -2.3571 0.117 0.549 -0.079 0.1605
H -1.6063 4.2866 -2.6674 0.136 -0.621 -0.222 0.3328
H -0.5931 3.3367 -3.8747 -0.410 -0.197 0.671 -0.2641
H -0.1298 6.2064 -3.0559 0.087 -0.555 -0.635 0.6089
H 2.0660 3.9991 -3.7792 0.096 0.439 0.203 0.2711
H 2.2266 5.9323 -3.6946 0.395 -0.752 -0.064 0.3519
H -2.0842 5.3521 1.4579 0.243 0.257 0.378 0.2836
H -2.7886 5.1779 -0.8146 -0.265 0.469 -0.047 0.3009
H 2.8563 -0.0532 -0.7967 -0.474 -0.051 -0.017 0.3840
H 1.3590 -0.7659 -1.3748 -0.031 0.462 0.194 0.3726
H 2.2120 -0.3508 1.5663 -0.267 0.141 -0.494 0.5137
H 1.9308 -1.8101 0.6415 -0.101 0.473 -0.029 0.4467
H -0.5333 -1.2623 0.4554 0.102 0.439 0.248 0.1392
H 0.1111 -1.6665 2.0430 -0.114 0.277 -0.379 0.5268
H 0.0562 0.6067 2.9011 0.288 0.189 -0.752 0.1648
H -0.5218 1.2686 1.2896 0.467 -0.319 0.192 -0.7043
H -2.0307 -0.3024 3.3969 -0.014 -0.007 -0.398 0.3776
H -2.3354 -0.6409 1.6218 -0.058 0.013 0.728 0.4427
H -2.9242 1.5925 1.0954 0.042 -0.136 0.418 0.2653
H -3.8160 1.1622 2.5946 0.252 0.262 -0.495 0.4576
H -1.1992 2.8490 2.6320 -0.350 -0.327 0.047 -0.1766
H -2.8288 3.5044 2.5134 0.176 -0.396 0.189 0.4441
H 1.1779 5.7819 4.6702 -0.399 -0.451 -0.190 0.5275
C 9.8397 7.8873 0.0310 -0.040 0.035 -0.043 -0.4746
C 9.8559 8.8346 -0.9883 -0.054 -0.036 0.049 -0.4615
C 8.6658 9.3253 -1.5000 0.197 0.037 -0.036 -0.5755
C 7.4529 8.8626 -1.0032 0.017 -0.121 0.099 0.1700
C 7.4368 7.8947 0.0029 0.019 0.098 -0.096 0.2049
C 8.6336 7.4179 0.5250 0.188 -0.038 0.024 -0.5375
C 6.1484 7.3523 0.5130 -0.028 -0.291 0.312 0.4820
O 6.1343 6.5130 1.3912 0.012 0.029 -0.041 -0.6951
C 4.8805 7.8527 -0.0806 -0.022 0.095 -0.142 0.2925
C 3.6700 7.3172 0.3429 -0.141 -0.047 0.054 -0.7274
C 2.4807 7.7830 -0.1921 -0.011 0.116 -0.010 -0.1928
C 2.4942 8.7945 -1.1483 0.099 -0.053 0.046 -0.5529
C 3.6985 9.3290 -1.5787 -0.200 0.006 -0.060 -0.7833
C 4.8954 8.8544 -1.0542 0.010 -0.094 0.097 0.2494
C 6.1819 9.4110 -1.5492 -0.027 0.318 -0.307 0.6394
O 6.1971 10.2911 -2.3859 0.015 -0.043 0.032 -0.6699
H 10.7710 7.5116 0.4360 -0.025 0.007 -0.008 0.3949
H 10.7996 9.1913 -1.3816 -0.024 0.000 0.014 0.3978
H 8.6803 10.0658 -2.2890 -0.151 -0.008 0.037 0.4652
H 8.6229 6.6773 1.3140 -0.147 0.013 -0.036 0.4684
H 3.6540 6.5327 1.0879 0.101 0.031 -0.018 0.5790
H 1.5420 7.3591 0.1362 0.066 -0.050 0.003 0.3897
H 1.5628 9.1624 -1.5611 0.022 -0.004 0.010 0.4346
H 3.7074 10.1121 -2.3257 0.153 -0.028 0.021 0.4719
C 3.5977 -2.1093 5.0864 0.027 -0.052 0.038 -0.5511
C 4.3844 -2.6419 6.1035 -0.040 -0.034 -0.071 -0.5303
C 4.5279 -4.0149 6.2248 0.070 0.171 0.091 -0.6986
C 3.8759 -4.8625 5.3367 -0.088 0.076 -0.082 0.4372
C 3.0679 -4.3282 4.3316 0.075 -0.068 0.091 -0.0218
C 2.9410 -2.9508 4.2037 -0.006 0.247 0.017 -0.4168
C 2.3231 -5.2187 3.4018 -0.253 0.153 -0.316 0.4517
O 1.6233 -4.7518 2.5243 0.043 -0.005 0.032 -0.6916
C 2.4462 -6.6902 3.5739 0.064 -0.085 0.103 0.1373
C 1.7140 -7.5386 2.7517 -0.084 -0.137 -0.094 -0.6484
C 1.8302 -8.9116 2.8934 0.027 -0.036 0.049 -0.2806
C 2.6865 -9.4441 3.8523 -0.029 0.099 -0.020 -0.5967
C 3.4149 -8.6033 4.6786 -0.024 -0.198 -0.021 -0.5299
C 3.2910 -7.2252 4.5495 -0.078 0.064 -0.101 0.1464
C 4.0515 -6.3342 5.4657 0.259 -0.187 0.302 0.5851
O 4.7964 -6.7972 6.3055 -0.035 0.027 -0.033 -0.6700
H 3.4938 -1.0359 4.9871 -0.001 -0.027 -0.001 0.4948
H 4.8875 -1.9836 6.8006 -0.006 -0.017 -0.020 0.3858
H 5.1442 -4.4272 7.0130 -0.037 -0.123 -0.084 0.4769
H 2.3252 -2.5336 3.4168 -0.026 -0.143 -0.018 0.7085
H 1.0497 -7.1279 2.0026 0.076 0.106 0.041 0.5029
H 1.2550 -9.5693 2.2541 0.047 0.043 -0.039 0.4188
H 2.7818 -10.5177 3.9569 0.001 0.027 -0.001 0.4031
H 4.0767 -9.0196 5.4269 0.009 0.153 0.028 0.4710
C -6.9058 -1.2696 -2.1792 -0.064 0.010 0.012 -0.6035
C -8.2147 -1.5611 -2.5513 0.039 0.050 0.058 -0.4673
C -9.2753 -1.0469 -1.8231 0.014 -0.114 -0.166 -0.6128
C -9.0324 -0.2480 -0.7121 0.153 0.006 0.045 0.4145
C -7.7190 0.0248 -0.3249 -0.119 -0.029 -0.055 0.1492
C -6.6581 -0.4794 -1.0688 0.101 -0.098 -0.122 -0.6288
C -7.4398 0.8373 0.8888 0.368 0.070 0.104 0.4005
O -6.2964 1.0780 1.2229 0.010 0.018 -0.003 -0.6342
C -8.5867 1.3416 1.6889 -0.139 -0.022 -0.001 0.1535
C -8.3448 2.0546 2.8577 -0.012 0.103 0.156 -0.5428
C -9.4053 2.5407 3.6046 -0.041 -0.022 -0.055 -0.5526
C -10.7136 2.3243 3.1825 0.077 -0.017 -0.024 -0.4662
C -10.9606 1.6098 2.0215 -0.109 0.082 0.145 -0.5962
C -9.9002 1.1082 1.2763 0.135 0.031 0.042 0.3540
C -10.1799 0.3128 0.0509 -0.417 -0.077 -0.130 0.5053
O -11.3207 0.1203 -0.3167 0.053 0.006 0.020 -0.6782
H -6.0782 -1.6650 -2.7549 -0.017 0.011 0.017 0.4391
H -8.4062 -2.1890 -3.4123 0.002 0.023 0.017 0.3926
H -10.2925 -1.2704 -2.1170 -0.018 0.104 0.112 0.4749
H -5.6393 -0.2583 -0.7780 -0.078 0.053 0.108 0.6560
H -7.3283 2.2271 3.1869 0.016 -0.065 -0.129 0.5559
H -9.2147 3.0913 4.5172 0.001 -0.012 -0.025 0.4128
H -11.5412 2.7110 3.7638 0.019 -0.012 -0.016 0.3952
H -11.9788 1.4386 1.6975 0.082 -0.080 -0.102 0.4734
C 2.5742 -6.8643 -4.7214 -0.018 -0.028 0.071 -0.4518
C 2.8550 -6.6818 -3.3706 -0.034 -0.052 -0.053 -0.6020
C 2.3773 -7.5832 -2.4336 0.113 0.161 0.024 -0.5860
C 1.6064 -8.6656 -2.8416 -0.035 0.011 -0.150 0.2064
C 1.3048 -8.8354 -4.1944 0.039 0.025 0.140 0.2911
C 1.8006 -7.9377 -5.1325 0.080 0.156 -0.087 -0.6179
C 0.4410 -9.9602 -4.6434 -0.080 -0.046 -0.422 0.5340
O 0.1814 -10.1110 -5.8196 0.004 0.005 0.052 -0.6681
C -0.1051 -10.8915 -3.6198 0.006 0.005 0.156 0.3004
C -0.9597 -11.9147 -4.0131 -0.123 -0.160 -0.010 -0.6385
C -1.4643 -12.7963 -3.0710 0.051 0.043 0.047 -0.4389
C -1.1101 -12.6652 -1.7317 0.010 0.029 -0.060 -0.5831
C -0.2631 -11.6440 -1.3336 -0.105 -0.138 0.077 -0.4066
C 0.2346 -10.7486 -2.2731 -0.031 -0.022 -0.127 0.2326
C 1.1149 -9.6357 -1.8279 0.110 0.058 0.392 0.4388
O 1.4231 -9.5162 -0.6589 -0.043 -0.016 0.022 -0.6574
H 2.9561 -6.1636 -5.4534 -0.009 -0.021 0.014 0.4020
H 3.4495 -5.8355 -3.0501 -0.006 -0.028 -0.002 0.4306
H 2.6012 -7.4424 -1.3840 -0.066 -0.130 -0.003 0.5864
H 1.5790 -8.0749 -6.1828 -0.082 -0.109 0.067 0.4702
H -1.2343 -12.0209 -5.0545 0.109 0.112 -0.004 0.4684
H -2.1339 -13.5895 -3.3790 0.022 0.018 0.003 0.3951
H -1.4998 -13.3595 -0.9978 0.010 0.019 -0.017 0.4112
H 0.0074 -11.5411 -0.2909 0.064 0.116 -0.064 0.4823
```
Positions in Å, forces in eV/Å.